# 1
This record from the Open Molecules 2025 dataset describes a 6-piece molecular cluster, C25H42BBrO18 overall. The level of theory is the ωB97M-V functional and the def2-TZVPD basis.

The value obtained for the total energy is -134178.60440 eV. The value obtained for the HOMO energy is -0.3358 Ha. The SMILES is C[C@@H]1COC(=O)O1.C[C@@H]1COC(=O)O1.C[C@@H]1COC(=O)O1.C[C@@H]1COC(=O)O1.C[C@@H]1COC(=O)O1.CCCOCB(Br)COO. As for the frontier orbital gap: 9.6 eV. The value obtained for the molecular weight is 721.31 g mol⁻¹.

The geometry in ORCA input format:
```
! wB97M-V def2-TZVPD RIJCOSX def2/J DEFGRID3
* xyz 0 1
C -2.481 3.671 8.394
C -2.277 3.813 6.897
C -3.345 3.206 6.009
O -2.610 2.876 4.822
C -1.322 2.670 5.181
O -0.488 2.193 4.478
O -1.118 3.069 6.453
H -3.385 3.104 8.623
H -1.630 3.160 8.840
H -2.565 4.643 8.874
H -2.101 4.855 6.622
H -4.155 3.885 5.758
H -3.750 2.285 6.434
C 0.385 0.280 -4.702
C 0.533 1.218 -3.520
C 1.089 0.600 -2.253
O 0.499 1.408 -1.229
C -0.665 1.904 -1.714
O -1.493 2.450 -1.059
O -0.753 1.681 -3.045
H 0.686 -0.735 -4.450
H -0.652 0.263 -5.036
H 1.004 0.600 -5.538
H 1.106 2.109 -3.786
H 2.172 0.642 -2.175
H 0.748 -0.430 -2.125
C -0.905 -5.512 -5.939
C 0.048 -4.527 -6.590
C 1.367 -5.091 -7.079
O 2.244 -3.962 -6.969
C 1.757 -3.156 -6.000
O 2.343 -2.229 -5.535
O 0.519 -3.545 -5.636
H -0.473 -6.512 -5.884
H -1.139 -5.187 -4.927
H -1.838 -5.582 -6.495
H -0.442 -3.971 -7.392
H 1.347 -5.438 -8.109
H 1.737 -5.883 -6.424
C 4.759 -2.082 -8.151
C 4.641 -2.344 -9.640
C 5.432 -1.429 -10.554
O 4.646 -1.430 -11.750
C 3.361 -1.691 -11.402
O 2.428 -1.586 -12.129
O 3.298 -2.090 -10.111
H 5.402 -1.227 -7.936
H 3.778 -1.887 -7.726
H 5.174 -2.945 -7.634
H 4.860 -3.388 -9.876
H 6.436 -1.779 -10.775
H 5.471 -0.409 -10.162
C 2.352 2.617 7.014
C 2.452 3.462 8.271
C 3.067 2.790 9.482
O 2.433 3.469 10.573
C 1.234 3.919 10.136
O 0.377 4.357 10.834
O 1.144 3.796 8.794
H 2.727 1.606 7.177
H 1.317 2.549 6.687
H 2.929 3.055 6.202
H 2.955 4.411 8.070
H 4.145 2.906 9.556
H 2.802 1.731 9.529
C 0.296 -0.574 2.829
C -0.408 0.259 1.751
C -1.869 0.517 2.030
O -2.569 -0.726 2.122
C -3.945 -0.584 1.887
B -4.842 -1.710 2.475
Br -4.088 -3.169 3.441
C -6.423 -1.668 2.276
O -7.097 -1.228 3.459
O -6.580 0.055 3.814
H 1.039 -1.238 2.381
H -0.408 -1.206 3.370
H 0.819 0.068 3.536
H -0.323 -0.204 0.766
H 0.071 1.237 1.675
H -2.024 1.098 2.938
H -2.288 1.104 1.202
H -4.145 -0.528 0.800
H -4.328 0.355 2.320
H -6.827 -2.669 2.113
H -6.718 -1.033 1.428
H -6.962 0.636 3.137
*
```

Mulliken population analysis, charges in e, atoms 1 to 6: -1.228, 0.500, -0.655, -0.308, 0.489, -0.510

---

# 2
This record from the Open Molecules 2025 dataset describes a 8-piece molecular cluster, C42H83FN3O11 overall at a distorted geometry. The level of theory is the ωB97M-V functional and the def2-TZVPD basis.

The value obtained for the total energy is -74596.56605 eV. The value obtained for the HOMO energy is -0.4023 Ha. As for the frontier orbital gap: 8.5 eV. The value obtained for the molecular weight is 825.13 g mol⁻¹.

The geometry in ORCA input format:
```
! wB97M-V def2-TZVPD RIJCOSX def2/J DEFGRID3
* xyz 1 1
C 3.948 4.974 1.914
C 4.139 3.671 2.862
C 5.494 2.852 2.581
O 5.540 2.166 1.301
C 4.634 1.054 1.245
N 4.086 0.772 -0.128
C 3.038 -0.323 -0.111
C 3.610 -1.778 0.277
C 2.571 -2.637 1.196
C 1.217 -3.033 0.413
C 0.080 -1.881 0.545
C -1.248 -2.597 1.159
C -2.604 -1.802 0.832
C -2.953 -0.688 1.950
C -4.447 -0.059 1.751
C -4.419 1.269 0.837
C -5.780 1.510 0.008
C -6.821 2.441 0.830
O -8.131 2.438 0.210
C -8.178 3.332 -0.940
C 2.475 -0.453 -1.639
F 3.555 -0.689 -2.590
N 1.616 0.698 -2.026
C 1.997 1.903 -1.229
O 1.614 3.083 -2.003
C 3.578 1.975 -0.863
O 4.378 2.096 -2.101
C 4.731 3.481 -2.256
N 4.636 4.655 -2.564
H 4.143 4.766 0.805
H 2.835 5.282 2.028
H 4.573 5.833 2.337
H 4.136 3.958 3.987
H 3.174 3.039 2.724
H 5.746 2.173 3.476
H 6.344 3.641 2.549
H 5.233 0.126 1.604
H 3.732 1.126 1.956
H 4.878 0.384 -0.696
H 2.180 -0.102 0.639
H 3.698 -2.390 -0.706
H 4.658 -1.786 0.738
H 2.299 -2.105 2.172
H 3.099 -3.635 1.451
H 1.403 -3.296 -0.701
H 0.824 -4.016 0.890
H 0.411 -1.053 1.281
H -0.122 -1.437 -0.509
H -1.147 -2.795 2.294
H -1.313 -3.621 0.629
H -2.622 -1.371 -0.246
H -3.469 -2.575 0.870
H -2.968 -1.183 2.984
H -2.171 0.153 1.915
H -4.913 0.229 2.756
H -5.144 -0.838 1.261
H -4.255 2.159 1.566
H -3.501 1.201 0.134
H -6.274 0.488 -0.226
H -5.547 1.997 -1.002
H -6.419 3.505 0.965
H -6.936 1.988 1.888
H -7.438 4.208 -0.814
H -7.986 2.753 -1.911
H -9.271 3.712 -1.001
H 1.804 -1.394 -1.702
H 0.668 0.440 -1.671
H 1.434 1.994 -0.220
H 0.662 2.933 -2.249
H 3.723 2.972 -0.313
C 0.534 -2.314 -6.267
C 0.838 -2.760 -4.864
O -0.036 -3.189 -4.128
C 2.266 -2.654 -4.401
H -0.532 -2.444 -6.466
H 0.785 -1.257 -6.383
H 1.100 -2.918 -6.980
H 2.590 -1.613 -4.436
H 2.908 -3.274 -5.031
H 2.339 -3.010 -3.370
C 4.517 -7.607 -4.559
C 3.729 -6.458 -5.129
O 4.282 -5.446 -5.524
C 2.232 -6.607 -5.194
H 5.581 -7.360 -4.575
H 4.215 -7.788 -3.525
H 4.357 -8.503 -5.162
H 1.829 -6.744 -4.188
H 1.971 -7.459 -5.825
H 1.796 -5.704 -5.626
C 1.110 1.738 4.913
C 0.581 1.662 3.507
O 1.209 1.095 2.621
C -0.749 2.310 3.231
H 2.076 1.230 4.965
H 1.248 2.782 5.202
H 0.417 1.245 5.598
H -0.693 3.380 3.444
H -1.525 1.842 3.841
H -1.005 2.177 2.177
C 0.663 2.574 -5.664
C 0.804 2.050 -7.070
O 1.148 0.902 -7.285
C 0.503 3.001 -8.197
H 0.912 1.780 -4.955
H 1.349 3.410 -5.509
H -0.367 2.891 -5.488
H 1.181 3.856 -8.154
H -0.535 3.337 -8.132
H 0.646 2.488 -9.151
C 4.851 3.305 -5.983
C 5.695 3.385 -7.228
O 5.248 3.838 -8.266
C 7.111 2.883 -7.140
H 3.856 3.702 -6.195
H 4.753 2.264 -5.667
H 5.304 3.903 -5.189
H 7.114 1.823 -6.874
H 7.665 3.461 -6.396
H 7.599 3.002 -8.110
C -5.545 -0.625 6.712
C -4.165 -1.103 6.350
O -3.302 -0.326 5.978
C -3.892 -2.579 6.465
H -5.599 0.459 6.581
H -6.284 -1.093 6.057
H -5.758 -0.863 7.756
H -4.558 -3.133 5.801
H -4.033 -2.903 7.499
H -2.858 -2.779 6.173
C -7.753 -2.411 11.216
C -7.690 -2.503 9.715
O -6.678 -2.874 9.146
C -8.925 -2.119 8.945
H -6.793 -2.717 11.639
H -7.954 -1.380 11.517
H -8.531 -3.075 11.598
H -9.178 -1.076 9.145
H -9.755 -2.771 9.225
H -8.735 -2.235 7.875
*
```

Mulliken population analysis, charges in e, atoms 1 to 6: -1.057, 0.413, -0.456, -0.351, -0.370, 0.809

---

# 3
This record from the Open Molecules 2025 dataset describes a 2-piece molecular cluster, CNO3S2 overall at a distorted geometry. The level of theory is the ωB97M-V functional and the def2-TZVPD basis.

The value obtained for the total energy is -30340.51847 eV. The value obtained for the HOMO energy (spin up / spin down) is -0.1650 / -0.1650 Ha. As for the frontier orbital gap (spin up / spin down): 6.2 / 6.2 eV. The value obtained for the molecular weight is 138.15 g mol⁻¹.

The geometry in ORCA input format:
```
! wB97M-V def2-TZVPD RIJCOSX def2/J DEFGRID3
* xyz -1 1
C -2.156 0.258 0.442
N -2.363 -0.077 1.514
O 1.676 0.556 1.434
O 1.597 -1.182 -0.170
O 2.461 1.088 -0.927
S -1.521 0.825 -0.987
S 1.724 0.250 0.016
*
```

natural (NBO) population analysis, charges in e, atoms 1 to 6: 0.055, -0.483, -0.843, -0.846, -0.840, -0.411

---

# 4
This record from the Open Molecules 2025 dataset describes a 2-piece molecular cluster, C6H12 overall at a distorted geometry. The level of theory is the ωB97M-V functional and the def2-TZVPD basis.

The value obtained for the total energy is -6414.33616 eV. The value obtained for the HOMO energy is -0.3442 Ha. The SMILES is C=CC.C=CC. As for the frontier orbital gap: 10.5 eV. The value obtained for the molecular weight is 84.16 g mol⁻¹.

The geometry in ORCA input format:
```
! wB97M-V def2-TZVPD RIJCOSX def2/J DEFGRID3
* xyz 0 1
C -2.344 -1.044 -0.300
C -2.742 -0.553 0.859
C -1.931 -0.555 2.144
H -2.830 -0.915 -1.257
H -1.330 -1.431 -0.418
H -3.766 -0.212 1.005
H -1.541 -1.538 2.389
H -1.203 0.253 2.024
H -2.513 -0.186 2.992
C 1.918 0.201 -2.313
C 1.828 1.018 -1.266
C 2.603 0.873 -0.001
H 1.876 0.480 -3.362
H 2.381 -0.781 -2.239
H 1.326 1.971 -1.432
H 3.675 0.708 -0.067
H 2.382 1.700 0.669
H 2.211 0.011 0.572
*
```

natural (NBO) population analysis, charges in e, atoms 1 to 6: -0.405, -0.169, -0.661, 0.202, 0.185, 0.191

---

# 5
This record from the Open Molecules 2025 dataset describes an isolated ion of composition C2H9BN and charge +1. The level of theory is the ωB97M-V functional and the def2-TZVPD basis.

The value obtained for the total energy is -4378.69494 eV. The value obtained for the HOMO energy is -0.5760 Ha. The SMILES is BCC[NH3+]. As for the frontier orbital gap: 11.7 eV. The value obtained for the molecular weight is 57.91 g mol⁻¹.

The geometry in ORCA input format:
```
! wB97M-V def2-TZVPD RIJCOSX def2/J DEFGRID3
* xyz 1 1
B -1.684 0.694 -0.900
C -0.616 0.748 0.279
C 0.856 0.388 0.204
N 1.029 -1.099 0.241
H -1.364 0.384 -1.980
H -2.816 1.011 -0.652
H -0.664 1.810 0.557
H -1.048 0.253 1.156
H 1.334 0.778 -0.693
H 1.366 0.799 1.078
H 0.652 -1.510 -0.624
H 0.491 -1.483 1.031
H 2.014 -1.367 0.345
*
```

natural (NBO) population analysis, charges in e, atoms 1 to 6: 0.480, -0.828, -0.214, -0.668, -0.083, -0.044

---

# 6
This record from the Open Molecules 2025 dataset describes an isolated ion of composition C24H39BrF13N4O2S and charge +1 at a distorted geometry. The level of theory is the ωB97M-V functional and the def2-TZVPD basis.

The value obtained for the total energy is -151771.17632 eV. The value obtained for the HOMO energy is -0.4688 Ha. The SMILES is [H]/N=C(/C)C[C@]1(Br)C[C@@H](CCC(F)(F)C(F)(F)C(F)(F)C(F)(F)S(F)(F)(F)(F)F)[C@@H](N)[C@](N)(COC(C)=O)[N@@+]1(CCC)CC(C)C. As for the frontier orbital gap: 10.2 eV. The value obtained for the molecular weight is 774.55 g mol⁻¹.

The geometry in ORCA input format:
```
! wB97M-V def2-TZVPD RIJCOSX def2/J DEFGRID3
* xyz 1 1
H -1.426 -1.208 2.711
N -1.665 -0.338 3.190
C -0.717 0.505 3.137
C -0.909 1.811 3.870
C 0.637 0.217 2.479
C 0.732 0.355 0.935
Br -0.590 1.747 0.461
C 0.182 -0.923 0.298
C 0.176 -0.966 -1.260
C -1.197 -1.146 -1.912
C -2.267 -0.049 -1.920
C -3.396 -0.244 -0.904
F -3.611 0.956 -0.272
F -3.082 -1.128 0.069
C -4.754 -0.603 -1.588
F -5.243 0.553 -2.112
F -4.540 -1.490 -2.597
C -5.779 -1.248 -0.597
F -5.829 -0.490 0.511
F -5.288 -2.480 -0.291
C -7.188 -1.472 -1.249
F -7.522 -0.469 -2.088
F -7.091 -2.613 -1.990
S -8.608 -1.694 0.019
F -7.587 -2.318 1.045
F -8.958 -3.139 -0.514
F -9.657 -1.093 -1.007
F -8.312 -0.239 0.553
F -9.739 -1.835 1.098
C 1.141 0.086 -1.867
N 0.623 1.291 -2.468
C 2.411 0.259 -0.970
N 3.376 1.143 -1.562
C 3.055 -1.153 -1.089
O 4.426 -1.171 -0.728
C 5.082 -2.259 -1.309
C 5.078 -3.535 -0.534
O 5.627 -2.110 -2.370
N 2.137 0.708 0.456
C 3.199 0.180 1.441
C 3.202 -1.249 1.991
C 4.630 -1.774 2.212
C 2.397 2.234 0.661
C 2.011 3.338 -0.338
C 1.265 4.478 0.400
C 3.292 3.987 -0.928
H -1.357 1.577 4.825
H -1.603 2.423 3.307
H 0.034 2.327 4.015
H 1.328 0.880 2.983
H 0.835 -0.810 2.754
H -0.857 -0.949 0.604
H 0.638 -1.808 0.728
H 0.653 -1.916 -1.482
H -1.624 -2.043 -1.476
H -1.008 -1.421 -2.947
H -1.926 0.967 -1.832
H -2.744 -0.089 -2.895
H 1.542 -0.408 -2.742
H 0.024 1.875 -1.909
H 0.218 1.133 -3.374
H 2.887 1.898 -2.035
H 3.856 0.669 -2.315
H 2.491 -1.945 -0.600
H 3.045 -1.396 -2.148
H 5.323 -4.362 -1.179
H 5.838 -3.440 0.236
H 4.131 -3.663 -0.020
H 4.161 0.372 0.984
H 3.183 0.833 2.299
H 2.605 -1.983 1.465
H 2.775 -1.222 2.987
H 4.950 -1.567 3.228
H 5.346 -1.292 1.558
H 4.663 -2.847 2.092
H 1.933 2.465 1.611
H 3.454 2.368 0.836
H 1.381 3.080 -1.176
H 1.508 5.418 -0.082
H 0.189 4.375 0.345
H 1.597 4.570 1.430
H 3.640 4.751 -0.238
H 4.104 3.281 -1.045
H 3.067 4.486 -1.863
*
```

Mulliken population analysis, charges in e, atoms 1 to 6: 0.265, -0.713, -0.211, -1.462, -0.741, 1.390

---

# 7
This record from the Open Molecules 2025 dataset describes one molecule with the formula CClNO4 at a distorted geometry. The level of theory is the ωB97M-V functional and the def2-TZVPD basis.

The value obtained for the total energy is -23235.12369 eV. The value obtained for the HOMO energy is -0.4325 Ha. The SMILES is O=C(Cl)O[N+](=O)[O-]. As for the frontier orbital gap: 11.4 eV. The value obtained for the molecular weight is 125.47 g mol⁻¹.

The geometry in ORCA input format:
```
! wB97M-V def2-TZVPD RIJCOSX def2/J DEFGRID3
* xyz 0 1
O 0.269 -0.913 -1.561
C 0.735 -0.692 -0.507
Cl 2.095 -1.535 0.200
O 0.495 0.316 0.340
N -0.924 0.851 0.471
O -0.975 1.908 0.931
O -1.694 0.065 0.127
*
```

natural (NBO) population analysis, charges in e, atoms 1 to 6: -0.492, 0.732, -0.020, -0.460, 0.763, -0.253

---

# 8
This record from the Open Molecules 2025 dataset describes C17H18N7O6S2Sr as an isolated structure at a distorted geometry. The level of theory is the ωB97M-V functional and the def2-TZVPD basis.

The value obtained for the total energy is -63147.61936 eV. The value obtained for the HOMO energy is -0.1560 Ha. As for the frontier orbital gap: 5.0 eV. The value obtained for the molecular weight is 568.13 g mol⁻¹.

The geometry in ORCA input format:
```
! wB97M-V def2-TZVPD RIJCOSX def2/J DEFGRID3
* xyz -1 1
Sr 0.523 -0.251 1.857
N 1.830 2.207 2.314
C 0.957 3.297 1.896
C 1.502 4.007 0.645
C 1.448 3.144 -0.620
C 0.228 3.463 -1.499
N -0.167 2.293 -2.260
C -0.859 1.278 -1.716
N -0.764 0.073 -2.293
N -1.776 1.469 -0.784
C -0.453 2.704 1.633
O -1.268 3.405 1.007
O -0.673 1.544 2.037
H 1.775 2.073 3.320
H 2.798 2.416 2.090
H 0.847 4.059 2.689
H 2.532 4.303 0.855
H 0.926 4.920 0.488
H 1.401 2.093 -0.319
H 2.359 3.263 -1.208
H 0.448 4.263 -2.209
H -0.602 3.777 -0.869
H 0.518 2.010 -2.949
H 0.037 -0.133 -2.869
H -1.107 -0.696 -1.726
H -1.754 2.303 -0.168
H -2.090 0.634 -0.308
S 2.656 -0.313 -0.039
C 3.649 -0.899 1.226
S 2.951 -1.285 2.744
C 5.015 -1.078 1.038
C 5.669 -0.767 -0.154
N 6.254 -0.508 -1.114
C 5.827 -1.576 2.063
N 6.518 -1.992 2.886
O -0.885 -1.029 0.219
C -1.398 -1.861 1.009
O -1.193 -1.890 2.222
C -2.349 -2.852 0.380
C -3.332 -3.487 1.136
C -4.233 -4.347 0.523
C -4.175 -4.570 -0.840
C -3.187 -3.934 -1.593
C -2.263 -3.097 -0.979
N -3.141 -4.111 -3.005
O -3.938 -4.892 -3.519
O -2.319 -3.457 -3.642
H -3.378 -3.286 2.197
H -4.999 -4.830 1.114
H -4.886 -5.216 -1.336
H -1.481 -2.645 -1.570
*
```

natural (NBO) population analysis, charges in e, atoms 1 to 6: 1.755, -0.870, -0.158, -0.400, -0.435, -0.246

---

- Look up the molecular weight of the fifth one.
  57.91 g mol⁻¹